A molecular structure, C20H26IrN2O3P2 at a distorted geometry, computed with wB97M-V/def2-TZVPD.

Geometry (Å):
Ir 0.34511 0.61268 -0.63291
O -4.23730 -0.11971 -0.90375
C -4.23843 -1.41284 -0.58387
C -5.44882 -2.02305 -0.24167
C -5.48843 -3.36095 0.07441
C -4.32156 -4.12856 0.06971
C -3.11755 -3.54555 -0.24898
C -3.05042 -2.18438 -0.57430
C -1.77579 -1.54459 -0.85326
O -1.70097 -0.29639 -1.12817
N -0.68352 -2.29928 -0.80739
N 0.47647 -1.68292 -0.86291
C 1.53579 -2.40097 -1.11571
C 2.87243 -1.95198 -1.21744
C 3.86328 -2.90770 -1.51220
C 5.17720 -2.56133 -1.68263
C 5.57107 -1.21990 -1.54675
C 4.65357 -0.26121 -1.23104
C 3.27437 -0.57344 -1.06406
O 2.47179 0.36412 -0.75611
H -3.30976 0.13913 -1.12872
H -6.33812 -1.41545 -0.24400
H -6.43213 -3.82086 0.32467
H -4.37531 -5.17637 0.32057
H -2.20252 -4.11733 -0.26419
H 1.36684 -3.46027 -1.30228
H 3.55918 -3.93986 -1.59933
H 5.91111 -3.31556 -1.91438
H 6.60651 -0.95169 -1.68000
H 4.93497 0.77150 -1.09448
C -0.45124 1.18902 3.21899
P 0.70213 0.93808 1.80765
C 2.04136 -0.03100 2.58393
C 1.48108 2.60422 1.57571
C 0.58654 3.61969 0.85279
P -0.42818 2.89982 -0.54331
C -0.14723 4.07094 -1.91832
C -2.12407 3.35787 -0.02600
H 0.10828 1.46323 4.11285
H -0.99094 0.26224 3.40732
H -1.17496 1.96761 2.98933
H 2.47315 0.50452 3.42717
H 2.81213 -0.23757 1.84644
H 1.62811 -0.97739 2.92822
H 2.37959 2.41676 0.97968
H 1.78819 3.00468 2.54624
H 1.20867 4.42025 0.44274
H -0.10389 4.07920 1.56305
H -0.36847 5.09207 -1.61061
H -0.80062 3.79795 -2.74626
H 0.88400 4.00543 -2.25946
H -2.16960 4.42390 0.19868
H -2.41219 2.78690 0.85418
H -2.82087 3.12627 -0.82984

Summary:
E   -51694.9865 eV
Energy relative to the best compared isomer or geometry (same formula, charge and spin)   85.2 kcal per mole
HOMO level (alpha / beta)   -10.054 / -10.079 eV
Charge   +1

A molecular structure, C20H26N10NiO6, computed with wB97M-V/def2-TZVPD.

Geometry (Å):
Ni 0.56481 0.45365 0.26822
O 5.41353 -3.61517 3.07525
C 5.67051 -2.86957 1.89952
C 4.39542 -2.24096 1.41428
C 4.33540 -1.66776 0.15214
C 3.17371 -1.03528 -0.24680
N 2.09251 -0.97695 0.52491
C 2.13609 -1.54095 1.73180
C 3.26804 -2.17644 2.21750
C 0.89542 -1.41800 2.53946
C 0.59691 -2.31389 3.56017
C -0.57623 -2.16568 4.27845
C -0.95330 -3.12331 5.38025
O -2.27497 -3.61518 5.23889
C -1.41735 -1.11258 3.93924
C -1.05346 -0.27944 2.90155
N 0.07357 -0.42096 2.20756
H 6.24796 -3.93828 3.42500
H 6.07908 -3.50505 1.10697
H 6.39490 -2.07030 2.09301
H 5.18811 -1.69112 -0.51444
H 3.09066 -0.54549 -1.20712
H 3.29085 -2.59415 3.21226
H 1.26792 -3.13623 3.77033
H -0.93613 -2.60310 6.33873
H -0.22287 -3.93662 5.43174
H -2.35048 -4.05595 4.38595
H -2.35077 -0.95881 4.46331
H -1.69492 0.54588 2.62157
N -1.05792 1.76439 0.10696
C -1.90745 1.33424 -1.00318
C -3.31708 1.95921 -1.00676
C -3.61395 2.88036 -2.19813
C -4.10540 2.13605 -3.43730
N -3.26646 0.99530 -3.77886
C -2.05435 1.11634 -4.30486
N -1.22939 0.06823 -4.26209
N -1.64435 2.24050 -4.90886
C -1.87859 -0.21715 -1.07864
O -2.73252 -0.78836 -1.79746
O -0.96197 -0.79194 -0.44801
H -1.56850 1.75717 0.98216
H -0.65850 2.69470 0.02383
H -1.37129 1.65097 -1.90374
H -3.41495 2.55153 -0.09514
H -4.07289 1.17124 -0.95011
H -2.72440 3.47370 -2.43296
H -4.39361 3.59497 -1.92372
H -4.20963 2.80199 -4.29681
H -5.10141 1.73468 -3.25085
H -3.33109 0.20097 -3.11561
H -1.46044 -0.68023 -3.61911
H -0.26000 0.21414 -4.50102
H -2.21259 3.06516 -4.83763
H -0.64652 2.38369 -4.97527
O 0.90550 3.46603 1.19471
N 1.93722 2.87087 1.48023
O 1.99118 1.64035 1.15286
N 2.43996 3.98057 -4.62123
C 1.91200 3.03889 -4.20525
N 1.22158 1.95753 -3.86492
C 1.24882 1.46343 -2.66882
N 1.19409 0.87812 -1.66413

Summary:
E   -89391.9108 eV
Energy relative to the best compared isomer or geometry (same formula, charge and spin)   2.0 kcal per mole
HOMO level (alpha / beta)   -7.690 / -7.940 eV
2S+1   3

C20H26N2O3S in the gas phase, computed with wB97M-V/def2-TZVPD.

Geometry (Å):
C -3.30630 -0.08386 1.92377
C -3.35899 -0.08837 0.39494
C -3.83734 1.28800 -0.05581
C -4.18077 -1.24906 -0.21421
C -3.87825 -1.12343 -1.71362
C -2.39075 -0.72300 -1.73335
C -2.03354 -0.57412 -0.23571
C -0.74102 0.13950 0.06392
S -0.62682 1.89326 -0.37586
O -1.23316 2.14180 -1.65480
O -1.04589 2.69343 0.74285
N 1.02471 2.04081 -0.59307
C 1.80837 2.70123 0.43470
C 2.04230 1.78314 1.64305
C 2.38093 0.37491 1.26782
C 1.78912 -0.74172 1.78676
N 2.28258 -1.86843 1.19434
C 3.20906 -1.50320 0.26464
C 3.97757 -2.28668 -0.58747
C 4.87321 -1.64494 -1.41352
C 5.00990 -0.25426 -1.38596
C 4.24924 0.52704 -0.54645
C 3.31874 -0.08877 0.29237
C -1.99335 -2.02426 0.24095
O -1.01178 -2.66384 0.51559
C -3.43192 -2.49055 0.27090
H -2.81611 -0.96629 2.32761
H -2.75624 0.79211 2.26071
H -4.31338 -0.02845 2.33212
H -4.86973 1.42906 0.26025
H -3.78021 1.42532 -1.12858
H -3.22865 2.06269 0.40083
H -5.24242 -1.24842 0.02646
H -4.50511 -0.36578 -2.17944
H -4.05721 -2.06454 -2.23381
H -1.76426 -1.47958 -2.20806
H -2.21825 0.22468 -2.23927
H -0.53099 0.12128 1.12808
H 0.08072 -0.32756 -0.47279
H 1.20840 2.37268 -1.52540
H 2.76243 2.98437 -0.00966
H 1.29793 3.60913 0.77983
H 2.84556 2.22332 2.24208
H 1.13850 1.77094 2.25512
H 1.05101 -0.81885 2.56292
H 1.93011 -2.79835 1.34352
H 3.87445 -3.36185 -0.59526
H 5.48723 -2.22199 -2.08905
H 5.73407 0.21138 -2.03873
H 4.38446 1.59748 -0.53168
H -3.71033 -2.79015 1.28141
H -3.56965 -3.36099 -0.37197

Summary:
E   -41120.5293 eV
Energy relative to the best compared isomer or geometry (same formula, charge and spin)   19.3 kcal per mole
HOMO level   -7.864 eV

C20H26N2O6 in the gas phase, computed with wB97M-V/def2-TZVPD.

Geometry (Å):
C -7.69281 -0.47208 -1.96943
C -7.57197 -0.67349 -0.46422
C -6.35318 0.04836 0.10340
O -5.19709 -0.58299 -0.40912
C -3.97542 -0.10095 -0.07035
C -3.75044 0.98678 0.76789
C -2.45652 1.39912 1.03733
C -1.38391 0.72529 0.48034
N -0.05391 1.14410 0.75684
C 0.44606 1.27488 2.03496
O -0.19220 1.18384 3.04798
C 1.93540 1.55889 1.92814
C 2.20732 1.72893 0.43500
N 3.29205 0.90528 -0.07174
C 4.52800 1.56055 -0.43812
C 4.40182 2.40181 -1.71601
C 3.92134 1.58843 -2.91074
C 2.99166 -0.40240 -0.23152
O 1.87410 -0.80883 0.04698
C 4.07763 -1.35058 -0.70092
C 3.47069 -2.73817 -0.89256
C 2.67820 -3.18723 0.31683
O 1.69880 -3.87674 0.27619
O 3.25060 -2.81625 1.47523
C 0.88403 1.32309 -0.23704
O 0.68322 1.30493 -1.42125
C -1.59520 -0.37230 -0.34570
C -2.88185 -0.77586 -0.62099
H -8.53920 -1.03047 -2.36118
H -6.78812 -0.81803 -2.46167
H -7.83444 0.58081 -2.20434
H -8.46392 -0.29682 0.03964
H -7.47436 -1.73719 -0.24334
H -6.35803 -0.00941 1.20104
H -6.37150 1.10604 -0.19460
H -4.57080 1.52282 1.21781
H -2.28603 2.24047 1.69068
H 2.19665 2.43195 2.52540
H 2.46977 0.69715 2.33190
H 2.41550 2.76875 0.17404
H 5.30113 0.80554 -0.57324
H 4.83114 2.20612 0.39402
H 3.70409 3.22423 -1.54896
H 5.38050 2.83763 -1.92644
H 4.62494 0.79353 -3.14929
H 2.94502 1.15473 -2.70672
H 3.82842 2.23022 -3.78286
H 4.51043 -1.00639 -1.63938
H 4.85748 -1.38692 0.06306
H 4.25990 -3.47302 -1.06556
H 2.79169 -2.74906 -1.74527
H 2.69900 -3.11687 2.21371
H -0.74846 -0.90069 -0.75321
H -3.07187 -1.62430 -1.25849

Summary:
E   -36429.2397 eV
Energy relative to the best compared isomer or geometry (same formula, charge and spin)   0.0 kcal per mole
HOMO level   -8.214 eV

C20H26N4 in the gas phase, computed with wB97M-V/def2-TZVPD.

Geometry (Å):
C 5.37751 0.79962 -1.77716
C 4.36482 -0.33210 -1.58006
N 3.89767 -0.42949 -0.21756
C 4.64214 -1.31592 0.64504
C 4.12034 -2.75527 0.61423
C 2.77687 0.23778 0.21748
C 2.17492 1.24132 -0.55517
C 1.05211 1.90839 -0.11233
C 0.47786 1.62069 1.11758
C -0.75511 2.35197 1.57361
N -1.82849 2.17243 0.60687
C -2.34844 0.92115 0.46558
N -1.88600 -0.15057 1.04676
C -2.65757 -1.18332 0.57577
C -2.61026 -2.54016 0.86028
C -3.53478 -3.36121 0.24297
C -4.48776 -2.85661 -0.63791
C -4.55163 -1.50623 -0.93574
C -3.62799 -0.68185 -0.32322
N -3.40135 0.67796 -0.38962
C -4.14506 1.63205 -1.16498
C -5.34719 2.18080 -0.39517
C 1.06456 0.63087 1.88946
C 2.18538 -0.04577 1.45643
H 5.70547 0.83399 -2.81314
H 6.24712 0.64356 -1.14289
H 4.93511 1.75705 -1.51553
H 3.51285 -0.19339 -2.25033
H 4.83535 -1.28299 -1.84849
H 4.61869 -0.93116 1.66761
H 5.68718 -1.30554 0.31964
H 4.70391 -3.38026 1.28565
H 4.19353 -3.16387 -0.39107
H 3.07754 -2.78848 0.91758
H 2.58490 1.51801 -1.51312
H 0.61260 2.67280 -0.73821
H -0.55607 3.42618 1.63806
H -1.05318 1.98192 2.56273
H -2.48940 2.93123 0.53869
H -1.87187 -2.92942 1.54273
H -3.52213 -4.42230 0.44673
H -5.19376 -3.53257 -1.09808
H -5.29568 -1.12145 -1.61873
H -3.47335 2.44480 -1.45917
H -4.48888 1.13179 -2.07509
H -5.89343 2.89208 -1.00933
H -5.02785 2.68029 0.51740
H -6.01556 1.36797 -0.12087
H 0.62760 0.37065 2.84169
H 2.58678 -0.81748 2.09241

Summary:
E   -27123.2270 eV
Energy relative to the best compared isomer or geometry (same formula, charge and spin)   0.0 kcal per mole
HOMO level   -7.136 eV

C20H26N4O2S in the gas phase, computed with wB97M-V/def2-TZVPD.

Geometry (Å):
C -7.16086 -1.21062 -0.61861
O -6.07016 -1.30982 0.26052
C -5.04797 -2.18058 -0.15943
C -4.18839 -1.63381 -1.30566
C -3.45492 -0.35724 -0.90115
N -2.44517 -0.64062 0.09023
C -2.22504 0.13153 1.16452
O -2.81907 1.15935 1.41475
C -1.06779 -0.38336 2.03942
N 0.19200 0.02441 1.45692
C 0.79038 -0.65129 0.45230
S 0.36006 -2.22672 0.10503
N 1.76310 -0.01941 -0.24354
C 2.05987 1.38941 -0.04713
C 0.83435 2.25944 -0.22394
C 0.59186 3.32625 0.63323
C -0.54896 4.09595 0.48850
C -1.45974 3.80520 -0.51139
C -1.21882 2.75166 -1.37606
C -0.07779 1.98369 -1.23590
C 2.62402 -0.74375 -1.15265
C 4.03407 -0.82938 -0.63930
C 5.12800 -0.61551 -1.46854
C 6.40477 -0.71220 -0.94080
C 6.53798 -1.01052 0.40674
N 5.50525 -1.21379 1.20672
C 4.29237 -1.13130 0.69600
H -7.56657 -2.20147 -0.86000
H -6.89840 -0.69992 -1.55212
H -7.91886 -0.62762 -0.09890
H -5.47567 -3.15127 -0.45504
H -4.42185 -2.32635 0.72460
H -3.46279 -2.39897 -1.58885
H -4.81484 -1.42570 -2.17400
H -4.14911 0.35958 -0.45580
H -2.99043 0.09802 -1.78526
H -1.83355 -1.43429 -0.07495
H -1.08732 -1.47224 2.11436
H -1.14579 0.06230 3.03198
H 0.35896 1.01899 1.51739
H 2.51167 1.56020 0.93956
H 2.80868 1.66307 -0.79631
H 1.29819 3.54986 1.42156
H -0.73114 4.91518 1.16706
H -2.35799 4.39355 -0.61280
H -1.92534 2.52500 -2.16022
H 0.10158 1.15367 -1.90443
H 2.20696 -1.75255 -1.25765
H 2.60754 -0.25958 -2.13581
H 4.98038 -0.38083 -2.51415
H 7.27429 -0.55564 -1.56011
H 7.51178 -1.09186 0.87072
H 3.47951 -1.31656 1.38692

Summary:
E   -42053.0821 eV
Energy relative to the best compared isomer or geometry (same formula, charge and spin)   35.5 kcal per mole
HOMO level   -8.401 eV

A molecular structure, C20H26N7OPPd, computed with wB97M-V/def2-TZVPD.

Geometry (Å):
Pd 0.00625 -0.11366 -0.04471
C -0.45096 -1.35034 5.22169
N -0.84538 -0.67880 3.98393
C -1.71398 0.37183 3.90090
C -1.79798 0.70656 2.57980
N -0.99344 -0.13295 1.86746
C -0.42085 -0.96489 2.73491
P 0.67681 -2.37497 2.34231
C 2.07298 -1.65059 1.39189
N 2.00038 -0.95694 0.25596
C 3.27682 -0.76121 -0.18412
C 4.13760 -1.33749 0.70470
N 3.36878 -1.89408 1.69044
C 3.88139 -2.63085 2.84698
C -0.25112 -2.85267 0.85742
N -0.52303 -1.98399 -0.10543
C -1.22556 -2.63598 -1.08334
C -1.37793 -3.93136 -0.68752
N -0.76350 -4.05367 0.52901
C -0.67598 -5.28517 1.31781
H -0.84467 -0.78149 6.05833
H -0.85579 -2.35928 5.25379
H 0.63293 -1.37997 5.29823
H -2.19996 0.77837 4.77171
H -2.38863 1.47519 2.11067
H 3.49834 -0.24099 -1.10072
H 5.21151 -1.41779 0.70715
H 4.96584 -2.58508 2.82627
H 3.52580 -2.17863 3.76984
H 3.57002 -3.67183 2.80333
H -1.56407 -2.15414 -1.98436
H -1.86392 -4.76344 -1.16809
H -1.22114 -6.06336 0.79344
H 0.36260 -5.58825 1.42513
H -1.12496 -5.13446 2.29634
O 2.01772 0.77174 3.57389
C 1.56824 2.13134 3.47402
C 2.44114 2.93717 2.53412
C 2.41166 2.43340 1.08281
C 1.17807 2.83544 0.32009
C 1.00490 4.18734 0.01862
C -0.08164 4.62422 -0.70735
C -1.00891 3.68810 -1.14896
C -0.79029 2.37334 -0.82704
N 0.27237 1.94144 -0.11345
H 2.89906 0.79388 3.96382
H 1.55160 2.59252 4.46432
H 0.54033 2.08628 3.11426
H 3.47139 2.90205 2.89836
H 2.14470 3.98846 2.57377
H 2.54538 1.35633 1.06145
H 3.25677 2.88079 0.55513
H 1.75535 4.88914 0.35763
H -0.20521 5.67439 -0.93592
H -1.87816 3.96824 -1.72583
H -1.49284 1.60785 -1.14795

Summary:
E   -46395.8370 eV
Energy relative to the best compared isomer or geometry (same formula, charge and spin)   0.0 kcal per mole
HOMO level   -14.725 eV
Charge   +2

2 unconnected molecules or ions with the total composition C20H26NO3 at a distorted geometry, computed with wB97M-V/def2-TZVPD.

Geometry (Å):
C 5.02571 -1.05847 3.61911
C 4.11456 0.06190 3.18923
O 2.83794 -0.52456 2.84090
C 1.86687 0.40412 2.67041
C 0.60650 -0.16561 2.21249
C -0.49820 0.57747 2.48756
N -1.70660 0.09106 2.86842
C -2.75478 1.08523 3.08989
C -4.08481 0.49965 3.54123
O -4.25312 -0.85131 3.11103
C -3.25075 -1.70657 3.65896
C -1.83532 -1.32335 3.21570
O 2.04738 1.60682 2.85970
H 6.05558 -0.69546 3.62126
H 4.78520 -1.35142 4.64433
H 4.94210 -1.94260 2.97854
H 3.97698 0.79860 3.99746
H 4.50476 0.55748 2.28668
H 0.57396 -1.23527 2.01948
H -0.42692 1.67257 2.44736
H -2.41396 1.80724 3.84655
H -2.91584 1.63987 2.15087
H -4.15787 0.58528 4.64346
H -4.90725 1.04434 3.06163
H -3.29927 -1.70548 4.76618
H -3.51274 -2.70024 3.27310
H -1.56456 -1.94462 2.34571
H -1.14679 -1.57775 4.03895
C 1.50975 1.72364 -0.46574
C 3.04919 1.79987 -0.13544
C 3.47521 0.36599 -0.14381
C 2.41720 -0.47719 -0.44237
C 1.21220 0.25694 -0.58667
C 0.05354 -0.21987 -1.28888
C -0.03311 -1.57668 -1.70051
C -1.08224 -2.01231 -2.50131
C -2.08090 -1.11954 -2.91469
C -2.00277 0.22888 -2.53574
C -0.95596 0.67951 -1.74000
H 0.90764 2.25713 0.28084
H 1.33412 2.20694 -1.44134
H 3.56565 2.39503 -0.90176
H 3.20229 2.29165 0.83588
H 4.50875 0.05962 0.01877
H 2.49219 -1.55896 -0.56561
H 0.76433 -2.26756 -1.41922
H -1.12380 -3.05948 -2.80346
H -2.90456 -1.46793 -3.53703
H -2.76681 0.93389 -2.86411
H -0.86969 1.74133 -1.49374

Summary:
E   -28786.1667 eV
Energy relative to the best compared isomer or geometry (same formula, charge and spin)   43.8 kcal per mole
HOMO level   -11.012 eV
Charge   +1